1.
{
  "formula": "C54H47BBrIN5O5RbSTe",
  "method": "ωB97M-V with the def2-TZVPD basis set",
  "elements": ["Rb", "C", "C", "N", "C", "C", "C", "C", "C", "C", "C", "N", "C", "C", "C", "C", "C", "C", "C", "C", "N", "C", "H", "H", "H", "H", "H", "H", "H", "H", "H", "H", "H", "H", "O", "S", "O", "N", "C", "C", "C", "C", "C", "C", "C", "C", "N", "C", "C", "C", "C", "C", "C", "C", "H", "H", "H", "H", "H", "H", "H", "H", "H", "H", "H", "O", "C", "Br", "C", "C", "C", "C", "C", "C", "I", "H", "H", "H", "H", "C", "Te", "C", "C", "C", "C", "C", "C", "C", "H", "H", "H", "H", "H", "H", "H", "H", "C", "C", "C", "O", "B", "O", "C", "C", "C", "H", "H", "H", "H", "H", "H", "H", "H", "H", "H", "H", "H"],
  "xyz": [[-0.49131, -0.19007, 0.08388], [-0.74346, 3.60376, 3.75900], [-1.05131, 2.42472, 3.08634], [-1.30060, 2.35018, 1.78129], [-1.24990, 3.48233, 1.04934], [-0.89672, 4.74651, 1.63759], [-0.64872, 4.77763, 3.02224], [-0.79761, 5.89546, 0.82527], [-1.04169, 5.79459, -0.54243], [-1.42990, 4.58776, -1.11970], [-1.58274, 3.41087, -0.35454], [-1.90689, 2.20653, -0.86020], [-2.80125, 2.05083, -1.83482], [-3.87054, 2.93737, -2.10135], [-4.86218, 2.65419, -3.04391], [-4.83650, 1.47009, -3.77066], [-3.80567, 0.52907, -3.54328], [-3.75188, -0.70206, -4.21597], [-2.73205, -1.59509, -3.93285], [-1.77925, -1.23302, -2.96945], [-1.79121, -0.06107, -2.33053], [-2.77429, 0.80790, -2.57822], [-0.57479, 3.56529, 4.82923], [-1.12633, 1.48594, 3.62593], [-0.37650, 5.72571, 3.48047], [-0.52215, 6.84691, 1.26784], [-0.92355, 6.66988, -1.17235], [-1.63748, 4.51208, -2.18091], [-3.89598, 3.84479, -1.51081], [-5.66610, 3.36543, -3.20007], [-5.60380, 1.25216, -4.50287], [-4.51565, -0.92171, -4.95769], [-2.67645, -2.56669, -4.42244], [-0.98760, -1.91344, -2.67184], [-1.07426, -2.63633, 0.38835], [-2.01578, -2.79286, 1.47825], [-3.30790, -2.15647, 1.33569], [-1.26563, -2.19498, 2.88792], [-1.95251, -2.24257, 4.15132], [-3.13904, -2.76488, 4.57442], [-3.45777, -2.54190, 5.94240], [-2.63194, -1.85081, 6.80607], [-1.40040, -1.29522, 6.35332], [-0.44299, -0.53116, 7.05093], [0.71004, -0.08744, 6.38060], [0.93435, -0.35430, 5.03046], [0.00057, -1.07518, 4.35308], [-1.12923, -1.55491, 5.01288], [-2.19874, -4.50622, 1.82833], [-1.04624, -5.27650, 1.91760], [-1.16287, -6.65556, 2.15538], [-2.42304, -7.22436, 2.30524], [-3.56665, -6.43851, 2.23956], [-3.46516, -5.05872, 1.99746], [-3.83684, -3.26499, 3.92044], [-4.39741, -2.93267, 6.33120], [-2.95230, -1.70274, 7.83597], [-0.58706, -0.28705, 8.09192], [1.45931, 0.47662, 6.91884], [1.82592, -0.05344, 4.51913], [-0.06777, -4.83761, 1.77941], [-0.26267, -7.25456, 2.22984], [-2.51608, -8.29408, 2.47052], [-4.54687, -6.87669, 2.36390], [-4.35895, -4.44466, 1.92703], [0.69912, -1.15339, 2.12182], [-0.10649, -1.44852, 2.98630], [-0.94582, -6.64921, -3.94035], [-0.44904, -4.95870, -4.60744], [-0.88935, -4.58772, -5.87910], [-0.55391, -3.34239, -6.40430], [0.22945, -2.46733, -5.66029], [0.67781, -2.82756, -4.39701], [0.33583, -4.06714, -3.84128], [0.96153, -4.54177, -1.90462], [-1.49690, -5.28745, -6.43661], [-0.90719, -3.06333, -7.39258], [0.47427, -1.49514, -6.06693], [1.28722, -2.17245, -3.78376], [3.95237, -1.83017, -4.44787], [5.02293, 0.49697, -1.84888], [2.89588, 0.01073, -2.40375], [2.63831, 0.18742, -3.83351], [1.90287, 1.29592, -4.26490], [1.66889, 1.52521, -5.61488], [2.17113, 0.63002, -6.57357], [2.91341, -0.46683, -6.18280], [3.19081, -0.73202, -4.80413], [4.17880, -2.04632, -3.41191], [4.34331, -2.47958, -5.21828], [2.32616, 0.70640, -1.78042], [2.79438, -1.02231, -2.05288], [1.51570, 1.96414, -3.49515], [1.09235, 2.38709, -5.92515], [1.98859, 0.78977, -7.63315], [3.30614, -1.17222, -6.90732], [5.57652, 2.83726, 2.73534], [4.29629, 2.37842, 2.04368], [3.34958, 1.76773, 3.07290], [4.70539, 1.29125, 1.14665], [4.41851, 1.67634, -0.14924], [3.80723, 2.90861, -0.24975], [3.61720, 3.43417, 1.11420], [4.26392, 4.80975, 1.13776], [2.11432, 3.56698, 1.28023], [6.03550, 1.98626, 3.26726], [5.36867, 3.60883, 3.47487], [6.30772, 3.20916, 2.00809], [3.90119, 1.04886, 3.69607], [2.49673, 1.26971, 2.60446], [2.96827, 2.54007, 3.75358], [5.30611, 4.77809, 0.80738], [4.21404, 5.23049, 2.15032], [3.71389, 5.49404, 0.47583], [1.60155, 2.60707, 1.14374], [1.73646, 4.33010, 0.59263], [1.91035, 3.94063, 2.28973]],
  "forces_ev_per_angstrom": [[0.2, 1.8, -0.7], [0.2, 1.1, -0.2], [-0.4, -0.6, -1.0], [0.2, 0.0, 0.8], [0.1, 0.7, 0.4], [-0.2, -0.4, -0.4], [-0.1, -0.8, 0.5], [-0.1, 0.2, -0.8], [0.1, 0.0, 0.9], [-0.2, -0.5, 0.3], [0.2, 0.1, -0.4], [0.3, 0.1, 0.2], [-0.5, 0.3, -0.1], [0.4, -0.2, 0.0], [0.4, -0.8, -0.2], [-0.2, 0.6, 0.2], [0.2, 0.5, 0.5], [0.7, -0.5, 0.1], [-0.5, 0.2, -0.1], [-0.1, 0.9, 0.5], [0.1, -1.3, -0.7], [-0.9, 0.0, -0.9], [0.0, 0.1, -0.1], [0.1, 0.0, 0.1], [0.0, -0.1, 0.0], [0.0, 0.0, 0.0], [0.0, 0.0, 0.0], [0.1, 0.1, 0.0], [-0.2, 0.0, -0.1], [0.0, 0.0, 0.0], [0.0, 0.0, 0.0], [0.1, -0.1, 0.1], [0.1, 0.2, 0.1], [-0.1, 0.0, -0.1], [-0.8, -1.2, 1.2], [0.1, 1.4, -0.5], [1.0, -0.9, 0.5], [-2.2, -1.2, -0.4], [1.8, 0.8, -0.4], [-1.9, -0.6, 1.2], [0.0, -0.4, -1.1], [0.3, 0.3, 0.1], [-0.2, -0.1, 0.4], [-0.2, 0.1, 0.7], [0.0, -0.5, -1.9], [1.8, 1.7, 2.5], [-2.4, -2.2, -3.5], [-0.3, -0.1, 0.0], [-0.2, -0.2, 0.2], [-0.1, -0.9, 0.0], [0.0, 0.8, -0.1], [0.0, 0.0, 0.0], [0.2, 0.7, -0.2], [0.1, -0.6, 0.0], [0.0, 0.0, 0.1], [0.1, 0.0, -0.2], [0.1, 0.0, -0.1], [-0.1, 0.0, 0.1], [0.1, 0.0, -0.1], [0.1, 0.0, -0.3], [0.0, 0.1, 0.0], [-0.1, 0.0, -0.1], [0.0, 0.1, 0.0], [0.0, -0.1, 0.0], [0.2, 0.0, 0.0], [0.7, -0.3, -0.2], [1.8, 1.5, 3.0], [-0.1, -0.3, 0.0], [0.4, 1.0, 0.1], [0.1, -0.1, 0.2], [0.1, -0.2, 0.3], [-0.2, 0.0, -0.2], [0.0, -0.5, 0.6], [-0.5, -0.4, -0.9], [0.1, 0.2, -0.2], [0.0, 0.0, -0.1], [0.0, 0.0, 0.1], [0.1, 0.0, 0.2], [0.0, 0.2, -0.4], [-0.1, 0.2, 0.3], [0.0, -0.4, -0.2], [0.1, 0.0, 0.1], [-0.4, 0.4, -0.4], [0.3, -0.5, -0.1], [-0.4, 0.5, 0.0], [0.5, -0.6, 0.3], [-0.5, 0.6, -0.2], [0.4, -0.3, 0.4], [0.1, -0.1, -0.1], [0.1, -0.1, 0.0], [0.0, -0.2, -0.1], [0.0, 0.2, 0.0], [0.0, 0.0, -0.2], [-0.1, 0.0, 0.0], [0.0, 0.1, 0.0], [0.0, 0.1, -0.1], [0.2, -0.2, 0.0], [0.2, -0.9, 0.1], [0.1, 0.1, 0.3], [-0.4, 0.8, -0.2], [0.1, 0.3, 0.3], [0.4, -0.4, 0.8], [-0.2, 0.0, -1.2], [-0.1, 0.4, 0.1], [0.1, 0.3, 0.6], [-0.3, 0.2, -0.3], [0.0, 0.1, 0.0], [-0.1, 0.0, 0.2], [-0.2, 0.1, -0.3], [0.2, 0.0, 0.1], [0.0, -0.1, -0.1], [-0.2, 0.0, 0.1], [0.1, 0.0, -0.1], [0.1, -0.3, 0.1], [0.1, 0.4, -0.1], [0.0, -0.4, -0.1], [-0.2, -0.2, -0.1]],
  "total_charge": -2,
  "e_above_lowest_kj_mol": 0.0,
  "orbital_gap_ev": 3.9,
  "e_lumo_ev": 3.275,
  "homo_ev": -0.60
}

***

2.
{
  "formula": "C54H47I3N5OPPdSeTe",
  "method": "ωB97M-V with the def2-TZVPD basis set",
  "elements": ["Pd", "Se", "N", "C", "C", "C", "C", "C", "N", "C", "C", "N", "C", "C", "C", "C", "C", "N", "H", "H", "H", "H", "H", "H", "I", "C", "C", "C", "C", "C", "C", "C", "C", "C", "P", "C", "C", "C", "C", "C", "C", "C", "C", "C", "C", "C", "C", "C", "H", "H", "H", "H", "H", "H", "H", "H", "H", "H", "H", "H", "H", "H", "H", "H", "I", "I", "C", "C", "O", "N", "Te", "C", "C", "C", "C", "C", "C", "C", "C", "C", "C", "C", "C", "C", "C", "C", "C", "C", "C", "H", "H", "H", "H", "H", "H", "H", "H", "H", "H", "H", "H", "H", "H", "H", "H", "H", "H", "H", "H", "H", "H", "H", "H", "H"],
  "xyz": [[0.00291, 1.03456, -1.75156], [0.84814, 5.51830, 4.63042], [2.01612, 4.71166, 3.58070], [1.34031, 4.16783, 2.59800], [1.95829, 3.41749, 1.51354], [3.34263, 3.25823, 1.41069], [3.85212, 2.56098, 0.34183], [2.96773, 2.03161, -0.59548], [1.65083, 2.16159, -0.50880], [1.13899, 2.84903, 0.53338], [-0.31754, 3.01654, 0.59693], [-1.05696, 2.41903, -0.35124], [-2.36998, 2.58719, -0.38128], [-3.03466, 3.38767, 0.54524], [-2.30351, 3.98515, 1.54612], [-0.92015, 3.78663, 1.59403], [-0.07969, 4.35519, 2.63638], [-0.54249, 5.04597, 3.64894], [3.97994, 3.69197, 2.17052], [4.91578, 2.41842, 0.21401], [3.35834, 1.47635, -1.43699], [-2.90800, 2.06082, -1.16013], [-4.10403, 3.52393, 0.46823], [-2.76863, 4.60944, 2.29839], [2.04934, 0.75508, -3.73011], [2.06479, -0.24209, -5.60686], [3.24751, -0.02778, -6.25267], [3.48366, -0.63546, -7.49846], [2.52939, -1.44669, -8.02666], [1.29620, -1.66431, -7.36553], [0.34488, -2.51196, -7.97438], [-0.87034, -2.73052, -7.40086], [-1.17990, -2.09035, -6.19483], [-0.28286, -1.26809, -5.54480], [-0.98845, -0.67797, -3.94924], [-1.08079, -2.24062, -3.03542], [0.07615, -2.69619, -2.40711], [0.06945, -3.92289, -1.76143], [-1.08580, -4.69461, -1.74532], [-2.23787, -4.23789, -2.37201], [-2.24538, -3.00487, -3.00730], [-2.56659, 0.03666, -4.39669], [-3.68729, 0.02414, -3.55505], [-4.85220, 0.65419, -3.95637], [-4.90768, 1.32032, -5.17522], [-3.78922, 1.36452, -5.99975], [-2.61961, 0.73793, -5.61190], [1.00459, -1.03721, -6.11025], [4.01418, 0.59709, -5.81511], [4.41921, -0.45765, -8.00936], [2.69656, -1.94412, -8.97313], [0.60234, -2.98353, -8.91411], [-1.59947, -3.37915, -7.86579], [-2.16317, -2.25417, -5.77275], [0.98638, -2.10645, -2.42607], [0.96836, -4.28346, -1.27875], [-1.08884, -5.65527, -1.24808], [-3.13338, -4.84513, -2.37230], [-3.15082, -2.64650, -3.48033], [-3.65148, -0.49988, -2.61239], [-5.72545, 0.62137, -3.31854], [-5.82424, 1.80479, -5.48467], [-3.82974, 1.88265, -6.94816], [-1.75259, 0.78604, -6.25807], [-0.52771, 3.26368, -3.69050], [-2.75414, 4.69887, -3.41170], [-2.20646, -1.55746, 0.65245], [-1.34194, -0.65119, -0.17879], [-1.80250, -0.22873, -1.28284], [-0.09734, -0.29803, 0.14380], [0.14383, 0.14434, 2.31775], [1.02571, -1.65733, 2.86333], [0.47100, -2.38802, 3.92240], [-0.78315, -1.99927, 4.66236], [1.12771, -3.55307, 4.30268], [2.27762, -3.99683, 3.66423], [2.98191, -5.24282, 4.10747], [2.78085, -3.24726, 2.59507], [2.17732, -2.08058, 2.17264], [2.76849, -1.29506, 1.03093], [0.23849, 1.18642, 4.24394], [-0.95456, 1.72112, 4.73497], [-2.26807, 1.67894, 3.99914], [-0.91666, 2.25611, 6.01644], [0.25915, 2.30256, 6.76030], [0.27910, 2.91107, 8.13051], [1.43175, 1.80179, 6.19350], [1.46205, 1.24757, 4.92217], [2.76635, 0.72697, 4.37912], [-2.82879, -2.16057, -0.00682], [-2.87042, -0.96390, 1.28760], [-1.59632, -2.21331, 1.27352], [-1.41845, -1.31759, 4.09397], [-0.54038, -1.51887, 5.61227], [-1.37503, -2.88604, 4.88539], [0.71783, -4.13529, 5.11991], [2.39773, -5.80146, 4.83460], [3.93868, -4.98562, 4.56684], [3.20244, -5.88971, 3.25822], [3.68091, -3.58680, 2.09517], [3.75942, -1.66650, 0.77768], [2.87148, -0.23554, 1.28965], [2.13441, -1.36057, 0.14457], [-2.14164, 1.62284, 2.91466], [-2.85685, 2.56874, 4.21704], [-2.85891, 0.81636, 4.31808], [-1.83437, 2.64426, 6.44349], [-0.72583, 3.03048, 8.52902], [0.74716, 3.89720, 8.09808], [0.86158, 2.30149, 8.82052], [2.35746, 1.84571, 6.75687], [3.59456, 1.34129, 4.72845], [2.79393, 0.73042, 3.28800], [2.94424, -0.29636, 4.71578]],
  "forces_ev_per_angstrom": [[-0.3, 0.8, 1.8], [0.0, 0.1, 0.2], [0.1, -0.2, -0.2], [0.0, 0.0, 0.1], [0.0, 0.0, 0.0], [0.0, 0.0, 0.1], [0.0, 0.0, 0.0], [0.0, 0.0, 0.1], [0.0, -0.1, -0.3], [0.0, 0.1, 0.0], [0.0, 0.2, 0.0], [0.0, -0.2, -0.3], [-0.1, 0.0, 0.0], [0.0, 0.0, 0.0], [0.0, 0.0, 0.0], [0.0, 0.0, -0.1], [0.0, 0.1, 0.0], [-0.2, -0.1, -0.2], [0.0, 0.0, 0.0], [0.0, 0.0, 0.0], [0.0, 0.0, 0.0], [0.0, 0.0, 0.0], [0.0, 0.0, 0.0], [0.0, 0.0, 0.0], [0.1, -0.2, -0.3], [-0.1, 0.1, 0.2], [0.0, 0.0, 0.0], [0.0, 0.0, 0.0], [0.0, 0.0, 0.0], [0.0, 0.0, 0.1], [0.0, 0.0, 0.0], [0.0, 0.0, 0.0], [0.0, 0.0, 0.0], [0.1, 0.2, 0.1], [-0.1, -0.9, -0.7], [-0.1, 0.3, 0.1], [0.0, -0.1, 0.0], [0.0, 0.0, 0.0], [0.0, 0.0, 0.0], [0.0, 0.0, 0.0], [0.0, 0.0, 0.0], [0.2, 0.1, 0.2], [0.0, -0.1, 0.0], [0.0, 0.0, 0.0], [0.0, 0.0, 0.0], [0.0, 0.0, 0.0], [0.0, 0.1, 0.0], [0.1, 0.0, -0.1], [0.0, 0.0, 0.0], [0.0, 0.0, 0.0], [0.0, 0.0, 0.0], [0.0, 0.0, 0.0], [0.0, 0.0, 0.0], [0.0, 0.0, 0.0], [0.0, 0.0, 0.0], [0.0, 0.0, 0.0], [0.0, 0.0, 0.0], [0.0, 0.0, 0.0], [0.0, -0.1, 0.0], [0.0, 0.0, 0.0], [0.0, 0.0, 0.0], [0.0, 0.0, 0.0], [0.0, 0.0, 0.0], [0.0, 0.0, 0.0], [0.0, 0.1, -0.2], [0.1, -0.1, 0.0], [0.1, 0.1, 0.0], [-0.1, -0.1, 0.1], [0.1, -0.1, -0.2], [-0.1, -0.3, -0.7], [0.4, 0.1, 0.2], [-0.1, 0.0, -0.1], [0.0, 0.0, 0.0], [0.1, 0.0, 0.0], [0.0, 0.0, 0.0], [0.0, 0.0, 0.0], [0.0, 0.0, 0.0], [0.0, 0.0, 0.0], [0.0, 0.1, -0.1], [0.0, -0.1, 0.0], [-0.1, -0.1, -0.2], [0.0, -0.1, 0.0], [0.1, -0.1, 0.1], [0.0, 0.1, 0.0], [0.0, 0.0, 0.0], [0.0, 0.0, 0.0], [0.0, 0.0, 0.0], [0.0, -0.1, 0.0], [-0.1, 0.0, 0.0], [0.0, 0.0, 0.0], [0.0, 0.0, 0.0], [0.0, 0.0, 0.0], [0.0, 0.0, 0.0], [0.0, 0.0, 0.0], [0.0, 0.0, 0.0], [0.0, 0.0, 0.0], [0.0, 0.0, 0.0], [0.0, 0.0, 0.0], [0.0, 0.0, 0.0], [0.0, 0.0, 0.0], [0.0, 0.0, 0.0], [0.0, 0.0, -0.1], [0.0, 0.0, 0.0], [0.0, 0.0, 0.0], [0.0, 0.0, 0.0], [0.0, 0.0, 0.0], [0.0, 0.0, 0.0], [0.0, 0.0, 0.0], [0.0, 0.0, 0.0], [0.0, 0.0, 0.0], [0.0, 0.0, 0.0], [0.0, 0.0, 0.0], [0.0, 0.0, 0.0], [0.0, 0.0, 0.0]],
  "total_charge": 3,
  "orbital_gap_ev": [6.8, 4.9],
  "e_lumo_ev": [-8.056, -9.964],
  "multiplicity": 6,
  "homo_ev": [-14.90, -14.89]
}